[1]
The following is a quantum chemistry calculation of a cluster of 2 separate species, C4H9NO in total in a non-equilibrium geometry, from the Open Molecules 2025 dataset.

Structure (XYZ):
```
15
Properties=species:S:1:pos:R:3
O -2.0151 0.9407 1.0758
N -2.0559 -0.0651 -0.9957
C 1.3341 0.7333 0.4041
C 1.1952 -0.7112 -0.2348
C -2.1275 0.8422 -0.1212
C -0.0276 -1.3531 -0.0748
H 0.0268 -2.2281 -0.4887
H -0.7496 -1.0424 0.7863
H -0.7275 -0.6020 -0.6506
H 1.1125 0.9640 1.5713
H 2.3588 0.6858 -0.0413
H 1.5037 -0.3104 -1.2305
H 2.0328 -1.2587 0.3853
H 0.7087 1.5506 0.2288
H -2.5696 1.8543 -0.6141
```

Its HOMO energy is -9.8 eV. The value obtained for the lowest unoccupied orbital energy is -2.51 eV. As for the frontier orbital gap: 7.27 eV.


[2]
The following is a quantum chemistry calculation of an isolated molecule of C5H6O, from the Open Molecules 2025 dataset.

Structure (XYZ):
```
12
Properties=species:S:1:pos:R:3
O 2.1390 0.2172 -0.9509
C 0.8751 -1.3148 0.3573
C -1.2140 0.8918 0.1962
C -2.1273 0.9291 0.9811
C 1.0663 -0.0682 -0.4682
C -0.1168 0.8581 -0.7726
H 0.2855 -2.0484 -0.2061
H 1.8624 -1.7330 0.5608
H 0.3419 -1.1108 1.2904
H 0.3381 1.8434 -0.9087
H -2.9385 0.9676 1.6766
H -0.5117 0.5681 -1.7561
```

Its HOMO energy is -9.7 eV. The value obtained for the lowest unoccupied orbital energy is 0.86 eV. As for the structure (SMILES): C#CCC(C)=O. As for the frontier orbital gap: 10.58 eV.


[3]
The following is a quantum chemistry calculation of a structure of composition C25H45BrCeClP in a non-equilibrium geometry, from the Open Molecules 2025 dataset.

Structure (XYZ):
```
74
Properties=species:S:1:pos:R:3
Ce 1.9360 2.2816 2.7248
Br 2.7479 3.7858 0.6330
Cl -0.5528 2.2557 3.4664
P -0.6609 0.3081 -0.2856
C -2.4438 4.7478 -0.3430
C -0.5256 3.1627 -0.9520
C 2.1358 -0.4960 -0.9397
C -1.0707 -1.5927 -4.6703
C -0.9199 4.5215 -0.3451
C 1.6980 -3.8986 3.1257
C 1.0917 -2.5835 3.7490
C 4.0090 -0.6298 0.8138
C -2.7762 2.2648 -0.5413
C -1.1347 -0.3724 -1.9473
C 2.6888 -3.9712 2.0434
C -1.2924 2.0628 -0.2057
C -1.4447 -2.4134 2.6378
C -1.7196 -1.6992 1.3755
C 1.6984 0.4528 1.3884
C -3.2094 3.5348 0.2015
C -1.2289 -0.0821 -4.4635
C -0.6030 0.4309 -3.1538
C -0.8151 -1.8607 -2.1461
C -1.4601 -2.3987 -3.4234
C 1.2802 0.4648 -0.0887
C 3.6194 -0.3797 -0.6386
C -0.2625 -1.8832 3.5215
C 3.1963 0.3729 1.7071
C -2.0304 -0.4229 1.1655
H 0.9306 -4.6943 3.1353
H 1.4584 1.4802 -0.4757
H -2.9448 -0.2946 0.5708
H -1.1414 -2.4546 -1.2855
H 2.4795 -4.1509 3.8664
H -0.7697 3.1470 -2.0192
H -0.8157 1.4972 -3.0410
H 1.0390 -2.8756 4.8356
H -1.1741 -3.4557 -3.5667
H 1.8928 -1.8090 3.7118
H 1.1072 -0.2614 1.9981
H 1.7836 -1.5293 -0.7537
H 0.2772 -1.9814 -2.2207
H -0.0239 -1.8121 -4.9276
H -2.6774 5.6458 0.2323
H -1.1515 2.2289 0.8786
H -4.2910 3.7006 0.1063
H -0.7878 0.4604 -5.3049
H -2.2454 -0.2594 -1.9264
H -3.4001 1.4035 -0.2905
H -1.3713 -3.5025 2.5164
H 0.5675 3.0561 -0.8572
H -2.7713 4.9370 -1.3785
H 3.3771 0.1041 2.7699
H -2.5516 -2.3823 -3.3130
H 3.7938 -1.6597 1.1565
H -2.3174 -2.2400 3.3164
H -2.3043 0.1646 -4.4542
H 5.0860 -0.4417 0.9619
H -0.7121 -1.8467 4.5586
H -1.9849 0.3133 1.9900
H -0.5479 4.5737 0.6865
H 0.4816 0.3186 -3.2108
H -0.1088 -0.8243 3.2951
H -1.6779 -1.9114 -5.5247
H -2.8873 2.4468 -1.6252
H 2.7187 -3.1657 1.2833
H -0.4204 5.3237 -0.9009
H 3.9527 0.6621 -0.9060
H 3.7236 1.3638 1.5132
H -1.8190 -2.3803 0.5142
H 1.9600 -0.2911 -2.0262
H 4.1749 -1.0552 -1.3146
H 3.1337 -4.9403 1.7431
H -2.9912 3.4291 1.2733
```

Its HOMO energy (alpha / beta) is -1.0 / -0.8 eV. The value obtained for the lowest unoccupied orbital energy (alpha / beta) is 1.39 / 1.46 eV. Its expectation value of S² is 0.753. The spin multiplicity is 2. Its charge is -1. As for the frontier orbital gap (alpha / beta): 2.34 / 2.28 eV.


[4]
The following is a quantum chemistry calculation of a cluster of 2 separate species, C5H8ClNO3S in total in a non-equilibrium geometry, from the Open Molecules 2025 dataset.

Structure (XYZ):
```
19
Properties=species:S:1:pos:R:3
Cl -1.9227 -2.5353 0.5731
S -2.4463 0.2395 -0.3646
O -1.7033 1.2503 -1.0831
O 0.2953 -0.3671 1.8104
O -3.7031 -0.1276 -0.8810
N -2.6137 0.8805 1.2643
C 2.7010 0.7668 0.1731
C 2.5493 -0.3749 -0.9742
C 1.3123 0.3768 -0.3368
C -1.3502 -1.1707 -0.2953
C 0.4501 -0.2745 0.6281
H 0.7542 0.9051 -1.0584
H -3.1023 0.0574 1.7479
H 2.7992 -1.3467 -0.5851
H 3.0355 0.4900 1.1245
H -1.1100 -1.4592 -1.2728
H 3.0503 1.6931 -0.2129
H 2.8761 -0.1715 -2.0528
H -1.8718 1.1680 1.7956
```

Its HOMO energy (alpha / beta) is -6.0 / -10.7 eV. The value obtained for the lowest unoccupied orbital energy (alpha / beta) is 0.57 / -2.85 eV. Its expectation value of S² is 2.011. The spin multiplicity is 3. As for the frontier orbital gap (alpha / beta): 6.54 / 7.82 eV.


[5]
The following is a quantum chemistry calculation of a structure of composition C11H35CaO18P3S in a non-equilibrium geometry, from the Open Molecules 2025 dataset.

Structure (XYZ):
```
69
Properties=species:S:1:pos:R:3
Ca 1.2028 -2.0482 0.6922
S 4.5360 -2.8802 3.0490
P -3.2735 -0.7397 -2.7272
P 3.3753 2.8830 -1.3029
P -2.4567 0.5842 3.9667
O 5.8376 -2.5706 2.5073
O -2.5639 0.5677 5.6521
O -2.2734 -1.0004 -1.6992
O 2.5127 -2.8006 -2.4999
O 3.5636 -1.8136 3.0252
O -2.2555 2.1861 3.5841
O -0.9322 -5.2536 0.8469
O -3.9742 0.2157 3.4440
O 4.7858 -3.5876 4.3042
O -2.5724 -0.1825 -4.0991
O 3.8520 -3.7186 2.0700
O 4.7503 2.5287 -2.1166
O 2.7189 3.7782 -2.4830
O -1.3733 -0.2429 3.3870
O -4.2129 -1.9862 -3.1513
O 2.5848 1.6804 -0.9534
O 3.9401 3.9448 -0.1477
O -4.2353 0.4638 -2.3536
C 2.2128 3.1382 -3.6870
C -0.9954 2.7268 3.8038
C -4.9277 -2.6511 -2.0974
C 4.4856 3.4422 1.0818
C 5.6364 3.5239 -2.7639
C -3.6745 1.6851 -1.8226
C -0.8982 -6.5007 0.2527
C -3.3273 0.1753 -5.2784
C -1.3407 0.6185 6.4309
C 3.8952 -2.6180 -2.7171
C -5.1348 0.8612 3.9396
H 1.1273 3.0459 -3.7220
H -0.4945 -6.5211 -0.7596
H -0.5761 0.0603 5.8906
H -2.9530 -0.2927 -6.1888
H 5.3159 3.8639 -3.7487
H 4.4118 -3.5778 -2.7247
H 5.7624 4.4284 -2.1690
H 2.0585 -3.1576 -3.2666
H 5.5112 3.7827 1.2236
H -5.7534 0.0960 4.4086
H -4.4147 0.1197 -5.2272
H -1.4348 -0.0600 7.2788
H -0.2205 2.2510 3.2028
H 2.4404 3.7064 -4.5889
H -1.9211 -6.8772 0.2525
H -0.9644 1.6089 6.6871
H -1.0548 3.7514 3.4368
H 2.6239 2.1511 -3.8987
H -0.7289 2.7819 4.8593
H -0.2391 -7.1778 0.7959
H -3.8945 2.5191 -2.4891
H -4.9772 1.5633 4.7583
H -3.1609 1.2293 -5.5009
H 3.9212 3.8734 1.9087
H -4.1461 1.9366 -0.8726
H -6.0068 -2.5270 -2.1887
H -4.7148 -3.7200 -2.1104
H 4.0587 -2.0753 -3.6482
H 4.5321 2.3563 1.1641
H -4.5853 -2.4272 -1.0871
H -5.6290 1.4355 3.1560
H 6.6223 3.0736 -2.8791
H -2.6073 1.6220 -1.6099
H -1.7130 -5.1749 1.3998
H 4.3365 -2.0775 -1.8798
```

Its HOMO energy is -5.4 eV. The value obtained for the lowest unoccupied orbital energy is -2.02 eV. As for the frontier orbital gap: 3.40 eV.


[6]
The following is a quantum chemistry calculation of an isolated molecule of C8H6FIN2O in a non-equilibrium geometry, from the Open Molecules 2025 dataset.

Structure (XYZ):
```
19
Properties=species:S:1:pos:R:3
I 2.5337 1.1484 2.1244
F 1.5569 -2.8950 2.0929
O -1.3620 3.6295 1.0110
N 1.6209 0.2836 0.5707
N -1.3122 0.0138 -1.2984
C -0.5168 2.7570 1.0709
C -1.6310 1.2674 -0.6915
C 0.4089 0.5331 0.1479
C 1.1808 -2.4279 0.9507
C -0.5274 1.5656 0.2766
C 0.4202 -1.6810 -1.2878
C 0.5487 -2.6690 -0.1439
C -0.1877 -0.3912 -0.8538
H 1.4174 -1.4913 -1.6917
H -2.6108 1.2044 -0.2095
H 0.0641 -3.6307 -0.3164
H -0.2099 -2.1035 -2.0684
H 0.3289 2.8478 1.7773
H -1.7228 2.0390 -1.4610
```

Its HOMO energy (alpha / beta) is -8.4 / -9.4 eV. The value obtained for the lowest unoccupied orbital energy (alpha / beta) is -0.38 / -2.58 eV. Its expectation value of S² is 2.056. The spin multiplicity is 3. As for the frontier orbital gap (alpha / beta): 7.99 / 6.86 eV.